ORCA calculation (ωB97M-V/def2-TZVPD) on a 2-piece molecular cluster, C4H12N2 overall at a distorted geometry.

Geometry (Å):
C: 2.128 -0.194 -0.832
C: 1.847 0.912 0.116
N: 1.174 1.960 -0.602
H: 2.653 0.078 -1.756
H: 2.685 -1.003 -0.309
H: 1.161 -0.641 -1.106
H: 1.261 0.513 0.967
H: 2.764 1.325 0.530
H: 0.374 1.591 -1.127
H: 0.718 2.552 0.086
C: -1.108 -1.314 1.311
C: -2.744 -0.809 -0.299
N: -1.619 -0.460 0.226
H: -0.157 -1.689 0.962
H: -1.757 -2.187 1.572
H: -0.928 -0.686 2.197
H: -3.150 -0.164 -1.104
H: -3.247 -1.760 -0.066

The calculation puts the frontier orbital gap at 10.1 eV. The energy comes out at -269.06443 hartree. The value obtained for the energy relative to the best compared isomer or geometry (same formula, charge and spin) is 136.31 kJ/mol. The HOMO energy comes out at -9.064 eV.

ORCA calculation (ωB97M-V/def2-TZVPD) on a 2-piece molecular cluster, C4H12N2 overall at a distorted geometry.

Geometry (Å):
C: 1.245 0.244 1.610
C: -0.259 0.195 1.995
C: -1.003 1.427 1.386
N: -0.717 -0.696 -1.100
C: -0.673 -0.806 -2.423
N: 0.473 -1.431 -3.236
H: 1.853 -0.654 1.978
H: 1.304 0.335 0.455
H: 1.726 1.283 2.052
H: -0.434 -0.015 3.126
H: -0.562 -0.670 1.416
H: -1.038 1.305 0.256
H: -1.858 1.743 1.855
H: -0.207 2.163 1.498
H: -1.459 -0.433 -3.192
H: -0.412 -1.814 -1.410
H: 0.864 -0.646 -3.780
H: 1.159 -1.528 -2.487

The calculation puts the frontier orbital gap at 10.4 eV. The energy comes out at -268.96248 hartree. The value obtained for the energy relative to the best compared isomer or geometry (same formula, charge and spin) is 403.99 kJ/mol. The HOMO energy comes out at -9.515 eV.

ORCA calculation (ωB97M-V/def2-TZVPD) on a 2-piece molecular cluster, C4H12N2 overall at a distorted geometry.

Geometry (Å):
C: 2.090 0.104 -0.562
C: -1.179 -1.727 0.043
C: -1.783 -0.637 -0.633
C: -0.416 1.141 0.744
N: -1.823 0.680 0.535
N: 2.453 0.653 0.684
H: 1.501 -0.783 -0.455
H: 2.999 -0.245 -1.072
H: -1.750 -2.130 0.845
H: -0.395 -2.306 -0.523
H: -1.249 -0.073 -1.503
H: -2.754 -0.736 -1.087
H: -0.022 1.780 -0.104
H: 0.306 0.274 0.735
H: -0.280 1.781 1.717
H: -1.686 -0.144 1.241
H: 2.577 1.633 0.576
H: 1.412 0.733 -1.182

The calculation puts the frontier orbital gap at 3.7 eV. The energy comes out at -268.77074 hartree. The value obtained for the energy relative to the best compared isomer or geometry (same formula, charge and spin) is 907.40 kJ/mol. The HOMO energy comes out at -6.770 eV.

ORCA calculation (ωB97M-V/def2-TZVPD) on a 2-piece molecular cluster, C4H12N2O overall.

Geometry (Å):
C: -2.640 -0.598 -0.811
C: -1.385 0.106 1.033
O: -1.362 -0.295 -0.314
H: -3.304 0.284 -0.776
H: -3.109 -1.406 -0.233
H: -2.514 -0.918 -1.844
H: -1.760 -0.698 1.683
H: -0.356 0.342 1.302
H: -2.011 0.998 1.171
C: 2.814 -0.448 0.982
N: 0.870 1.371 -1.512
C: 1.890 -0.125 -0.140
N: 1.638 1.077 -0.438
H: 0.402 2.259 -1.388
H: 0.246 0.625 -1.823
H: 1.437 -0.969 -0.675
H: 3.669 -1.016 0.606
H: 2.306 -1.061 1.729
H: 3.171 0.471 1.448

The calculation puts the frontier orbital gap at 9.4 eV. The energy comes out at -344.28356 hartree. The value obtained for the energy relative to the best compared isomer or geometry (same formula, charge and spin) is 266.40 kJ/mol. The HOMO energy comes out at -8.394 eV.

ORCA calculation (ωB97M-V/def2-TZVPD) on a 2-piece molecular cluster, C4H12N2O overall at a distorted geometry.

Geometry (Å):
C: -2.823 0.246 0.576
C: -1.299 0.187 0.462
C: -0.765 0.815 -0.825
N: 1.828 -1.278 -2.311
C: 0.879 -0.911 -1.344
N: 0.550 0.305 -1.287
H: -3.239 -0.307 -0.285
H: -3.029 1.318 0.528
H: -3.246 -0.244 1.447
H: -0.796 -0.778 0.582
H: -0.960 0.677 1.379
H: -1.365 0.509 -1.691
H: -0.634 1.889 -0.762
H: 1.768 -2.017 -2.990
H: 2.044 -0.462 -2.873
H: 0.708 -1.681 -0.599
H: 1.171 0.780 2.919
H: 1.920 1.330 4.127
O: 1.650 0.506 3.725

The calculation puts the frontier orbital gap at 9.4 eV. The energy comes out at -344.30267 hartree. The value obtained for the energy relative to the best compared isomer or geometry (same formula, charge and spin) is 216.21 kJ/mol. The HOMO energy comes out at -8.561 eV.

ORCA calculation (ωB97M-V/def2-TZVPD) on a 2-piece molecular cluster, C4H12N2O overall at a distorted geometry.

Geometry (Å):
C: 1.505 1.830 0.144
C: 1.950 0.300 0.110
C: 0.768 -0.661 0.339
C: -0.487 -0.284 0.202
N: -1.667 -1.085 0.384
N: 0.779 2.176 1.323
H: 1.032 2.044 -0.877
H: 2.444 2.392 0.059
H: 2.545 -0.040 -0.772
H: 2.501 0.211 1.122
H: 0.941 -1.664 0.791
H: -0.564 0.564 -0.476
H: -2.435 -0.541 0.590
H: -1.394 -1.798 1.124
H: 0.042 1.502 1.520
H: 1.339 1.843 2.110
H: -1.868 -1.661 -1.383
H: -1.744 -1.848 -2.985
O: -2.380 -1.969 -2.193

The calculation puts the frontier orbital gap at 9.7 eV. The energy comes out at -344.29299 hartree. The value obtained for the energy relative to the best compared isomer or geometry (same formula, charge and spin) is 241.62 kJ/mol. The HOMO energy comes out at -8.900 eV.

ORCA calculation (ωB97M-V/def2-TZVPD) on a 2-piece molecular cluster, C4H12N2O overall at a distorted geometry.

Geometry (Å):
C: 0.745 -0.884 1.019
N: 0.649 -2.142 0.478
C: 0.813 0.166 -0.064
C: 1.950 -0.074 -1.071
N: -0.404 0.257 -0.802
C: -1.687 0.486 -0.228
O: -1.943 1.782 0.328
H: 1.614 -0.796 1.694
H: 0.092 1.378 1.795
H: -0.166 -0.637 1.650
H: 0.239 -2.807 1.136
H: 1.104 1.150 0.404
H: 1.866 -1.088 -1.452
H: 2.029 0.692 -1.839
H: 2.886 -0.026 -0.507
H: -0.257 0.554 -1.753
H: -1.869 -0.323 0.489
H: -2.455 0.333 -0.987
H: -1.160 1.814 0.913

The calculation puts the frontier orbital gap at 4.8 eV. The energy comes out at -344.07382 hartree. The value obtained for the energy relative to the best compared isomer or geometry (same formula, charge and spin) is 817.07 kJ/mol. The HOMO energy comes out at -7.933 eV.

ORCA calculation (ωB97M-V/def2-TZVPD) on one molecule with the formula C4H12N2O at a distorted geometry.

Geometry (Å):
N: 0.089 1.532 1.399
C: -0.079 0.400 0.498
C: 1.204 -0.265 0.034
C: 1.272 -0.986 -1.309
O: 1.215 -0.073 -2.400
C: -1.130 -0.645 0.936
N: -2.430 0.045 0.937
H: -0.721 2.121 1.292
H: 0.076 1.227 2.334
H: -0.527 0.863 -0.395
H: 2.040 0.421 0.208
H: 1.474 -1.044 0.773
H: 2.217 -1.533 -1.315
H: 0.415 -1.654 -1.369
H: 1.932 0.554 -2.247
H: -1.055 -1.467 0.221
H: -0.895 -0.908 1.970
H: -2.707 0.116 -0.031
H: -3.172 -0.431 1.433

The calculation puts the frontier orbital gap at 10.3 eV. The energy comes out at -344.33183 hartree. The value obtained for the energy relative to the best compared isomer or geometry (same formula, charge and spin) is 139.65 kJ/mol. The HOMO energy comes out at -9.223 eV.

ORCA calculation (ωB97M-V/def2-TZVPD) on a 2-piece molecular cluster, C4H12N2O overall at a distorted geometry.

Geometry (Å):
C: -1.536 0.497 0.281
C: -1.612 -0.881 -0.303
C: -0.341 -1.748 -0.018
N: 1.005 -1.291 -0.312
C: 1.541 -0.556 0.771
N: 2.168 0.532 0.544
H: -1.202 0.236 1.338
H: -1.053 1.207 -0.361
H: -2.535 0.893 0.551
H: -1.784 -0.769 -1.377
H: -2.380 -1.457 0.203
H: -0.457 -2.084 1.013
H: -0.437 -2.781 -0.528
H: 1.222 -0.831 -1.190
H: 1.255 -1.040 1.702
H: 2.992 0.740 1.100
H: 0.798 3.661 -0.706
H: 1.579 2.575 -1.213
O: 0.776 3.096 -1.495

The calculation puts the frontier orbital gap at 10.3 eV. The energy comes out at -344.30196 hartree. The value obtained for the energy relative to the best compared isomer or geometry (same formula, charge and spin) is 218.08 kJ/mol. The HOMO energy comes out at -9.256 eV.

ORCA calculation (ωB97M-V/def2-TZVPD) on a 2-piece molecular cluster, C4H12N2O overall at a distorted geometry.

Geometry (Å):
C: -2.071 -0.283 0.343
C: -1.155 -1.138 1.237
C: 0.165 -0.542 1.716
C: 1.459 -0.597 -0.382
N: 1.258 -0.308 0.819
N: -1.908 -0.476 -1.090
H: -2.073 0.779 0.616
H: -3.049 -0.635 0.688
H: -1.649 -1.298 2.194
H: -1.146 -2.167 0.855
H: 0.589 -1.276 2.421
H: -0.079 0.421 2.190
H: 2.299 -0.072 -0.850
H: 0.840 -1.261 -0.989
H: -2.652 -1.030 -1.475
H: -0.979 -0.741 -1.353
H: 2.898 3.554 -2.928
H: 3.775 3.136 -1.760
O: 3.476 3.934 -2.252

The calculation puts the frontier orbital gap at 9.7 eV. The energy comes out at -344.28931 hartree. The value obtained for the energy relative to the best compared isomer or geometry (same formula, charge and spin) is 251.31 kJ/mol. The HOMO energy comes out at -8.994 eV.

Question: Which value of energy relative to the best compared isomer or geometry (same formula, charge and spin) does entry 5 give?
Answer: 216.21 kJ/mol

Question: Look up the frontier orbital gap of the ninth one.
Answer: 10.3 eV